Below is a molecular structure, C26H18FN8O2Ti, with properties calculated with wB97M-V/def2-TZVPD.

```
56
Properties=species:S:1:pos:R:3:forces:R:3
Ti 0.10087 0.85275 0.69074 -0.687 0.394 0.027
N 1.07010 1.11748 -3.62531 0.008 0.003 -0.036
C 1.14838 1.09690 -2.29613 -0.051 0.004 -0.027
N 0.11616 1.16198 -1.51057 0.108 -0.007 0.074
C -1.16425 1.32181 -2.06755 0.079 0.023 0.089
N -2.13671 1.53976 -1.26083 0.011 0.084 0.076
N -1.67039 1.58039 0.04078 -0.079 -0.024 0.160
C -2.39310 2.32166 0.90674 -0.004 -0.203 -0.183
C -1.68678 2.71111 2.02952 0.090 -0.029 0.013
C -2.17537 3.56415 3.06104 0.013 -0.019 0.087
C -1.32027 4.06225 3.98508 -0.038 0.010 0.000
C 0.06391 3.72956 3.90646 0.030 -0.005 0.000
C 0.48598 2.86875 2.95097 -0.022 0.033 -0.021
N -0.36151 2.29953 2.03100 0.185 -0.167 -0.240
C -1.31952 1.24034 -3.51501 0.046 -0.011 0.014
C -2.56116 1.27553 -4.15071 -0.027 0.012 -0.010
C -2.63390 1.22461 -5.52740 0.005 -0.005 -0.005
C -1.46828 1.13993 -6.29041 -0.018 0.002 0.007
C -0.23179 1.10376 -5.67836 0.034 0.004 -0.026
C -0.16568 1.15367 -4.29131 -0.004 -0.008 0.037
H 1.92012 1.09080 -4.16508 0.007 0.002 -0.017
H 2.13272 1.02201 -1.84797 -0.004 0.001 0.007
H -3.38199 2.67004 0.64482 -0.011 -0.006 0.026
H -3.22711 3.81722 3.06741 0.004 -0.005 0.002
H -1.67419 4.72406 4.76352 0.004 -0.002 -0.003
H 0.77903 4.15971 4.59281 -0.004 0.000 0.000
H 1.53010 2.59548 2.85251 -0.007 0.021 -0.008
H -3.45205 1.35506 -3.54236 0.005 0.000 -0.008
H -3.59601 1.25633 -6.01987 0.002 0.001 0.010
H -1.53128 1.10483 -7.36953 0.005 -0.001 0.007
H 0.67678 1.04113 -6.26525 -0.013 0.000 0.001
O 3.77642 -5.53090 1.42532 -0.008 -0.013 0.027
N 3.21631 -4.83395 2.24000 0.043 -0.008 -0.030
O 3.37419 -4.88286 3.44241 0.016 -0.103 -0.019
C 2.24031 -3.85567 1.72474 -0.396 0.014 -0.481
C 1.58228 -4.20376 0.58925 0.244 0.176 0.432
C 0.57993 -3.33953 0.04334 0.152 -0.111 0.260
C -0.22988 -3.69909 -1.04473 0.278 -0.365 0.023
C -1.20662 -2.84713 -1.45870 -0.313 0.154 -0.199
C -1.32552 -1.60392 -0.83741 0.020 0.315 0.130
N -0.54480 -1.21690 0.16161 -0.062 -0.065 -0.122
C 0.35772 -2.09985 0.64444 0.008 -0.181 -0.088
C 1.05739 -1.74471 1.84890 0.096 0.161 0.191
N 0.73288 -0.54529 2.39493 0.065 -0.055 0.074
C 1.26663 -0.22603 3.56018 -0.221 0.122 -0.258
C 2.18544 -1.04622 4.21577 -0.011 0.239 0.208
C 2.56471 -2.22384 3.64933 0.191 -0.257 -0.003
C 1.98222 -2.62126 2.42968 -0.111 -0.220 -0.150
H 1.80648 -5.14634 0.10771 0.006 0.013 0.031
H -0.08793 -4.65786 -1.52823 0.025 -0.005 0.024
H -1.87415 -3.10496 -2.26808 -0.015 0.019 0.003
H -2.06382 -0.88586 -1.17023 0.003 0.006 0.008
H 0.96814 0.72244 3.98841 -0.014 -0.026 -0.021
H 2.59877 -0.73117 5.16288 -0.010 0.011 0.007
H 3.28424 -2.85876 4.14040 -0.015 0.025 -0.024
F 1.88589 0.98082 0.43827 0.361 0.055 -0.076
```
Positions in Å, forces in eV/Å.

Results
Orbital gap (alpha / beta) in eV: 5.03 / 5.02
Charge: +1
Max |F| in eV/A: 0.793
E_LUMO (alpha / beta) in eV: -3.84 / -3.84
DFT total energy in Ha: -2539.33026
HOMO energy (alpha / beta) in eV: -8.873 / -8.866
Relative energy (zero: lowest compared OMol25 entry of this formula, charge and spin) in kJ/mol: 0.00

Below is a molecular structure, C26H18IrNO6PSe3Te, with properties calculated with wB97M-V/def2-TZVPD.

```
57
Properties=species:S:1:pos:R:3:forces:R:3
Ir -0.14720 -0.17782 -0.27356 0.004 -0.120 -0.196
O 2.41139 -0.44637 2.65860 -0.066 -0.001 -0.031
C 1.61708 0.62473 2.59949 -0.009 0.018 0.071
O 1.98534 1.75907 2.50625 0.005 0.009 -0.050
C 0.15799 0.29677 2.80770 -0.025 -0.090 -0.038
C -0.34822 0.42616 4.08984 -0.059 0.009 0.013
C -1.70701 0.27090 4.30587 0.032 -0.018 -0.019
C -2.52568 0.01359 3.22166 0.002 -0.010 0.003
C -1.95401 -0.11326 1.97240 -0.047 0.168 -0.030
N -0.63186 -0.00169 1.76770 0.071 0.021 0.093
C -2.82241 -0.36124 0.74989 0.121 -0.468 0.016
O -4.00242 -0.60107 0.90208 -0.029 0.167 -0.009
O -2.18559 -0.37230 -0.37747 -0.044 0.115 0.000
H 3.28438 -0.17216 2.30955 0.061 -0.003 -0.008
H 0.32948 0.66571 4.89709 0.001 0.009 0.006
H -2.11870 0.36914 5.30125 0.000 0.004 0.003
H -3.59801 -0.09505 3.29810 0.000 0.002 -0.001
O 3.99560 -0.16217 0.33302 0.055 0.022 0.076
C 2.92650 -0.63541 -0.03600 -0.210 -0.126 -0.016
O 1.86006 0.08368 -0.05174 0.055 0.158 0.062
C 2.92201 -2.10752 -0.42111 0.035 -0.010 0.011
C 4.19174 -2.64785 -0.65108 -0.034 0.033 -0.006
C 4.36734 -3.99094 -0.91245 -0.011 -0.056 -0.005
C 3.27014 -4.84507 -0.92194 0.046 0.017 -0.008
C 2.01000 -4.32869 -0.70382 -0.013 0.054 0.002
C 1.81728 -2.96152 -0.47021 0.032 -0.002 -0.052
P 0.09957 -2.42839 -0.26407 -0.112 -0.022 0.058
C -0.74224 -3.32296 -1.61481 0.071 0.041 -0.050
C -1.99048 -3.92571 -1.50134 -0.034 0.004 0.001
C -2.58125 -4.53261 -2.60165 -0.006 0.005 0.025
C -1.93585 -4.54233 -3.82648 0.005 0.004 -0.014
C -0.68825 -3.94711 -3.95004 0.005 -0.014 0.002
C -0.09458 -3.34457 -2.85450 -0.031 -0.011 0.021
C -0.41610 -3.16440 1.31961 0.083 -0.029 0.027
C -1.75955 -3.22255 1.69432 -0.011 0.021 0.040
C -2.11982 -3.68188 2.95236 -0.024 0.019 -0.034
C -1.14560 -4.06472 3.86150 0.020 -0.004 0.010
C 0.19357 -3.97872 3.51065 -0.003 -0.007 0.000
C 0.55804 -3.53247 2.24920 -0.050 0.014 -0.001
H 5.03581 -1.97568 -0.59968 0.001 -0.003 0.000
H 5.36131 -4.37840 -1.09458 -0.001 -0.004 -0.001
H 3.39698 -5.90408 -1.10459 0.001 0.000 -0.001
H 1.15131 -4.98851 -0.72638 -0.004 -0.003 0.005
H -2.51901 -3.94322 -0.56225 0.007 -0.010 -0.026
H -3.55322 -4.99545 -2.49343 0.001 -0.002 0.000
H -2.40113 -5.01371 -4.68231 0.001 0.002 -0.001
H -0.17181 -3.95207 -4.90095 -0.003 0.001 -0.001
H 0.88222 -2.89424 -2.96247 -0.003 0.006 -0.007
H -2.54018 -2.88322 1.02765 0.003 0.020 0.025
H -3.16779 -3.72276 3.22054 0.004 0.001 0.004
H -1.42805 -4.41987 4.84408 -0.003 0.000 0.002
H 0.96156 -4.25822 4.21994 0.005 -0.001 0.000
H 1.60670 -3.45632 1.99765 0.027 -0.018 -0.016
Se -0.49642 2.35194 -0.36986 0.098 0.031 0.002
Se 1.48655 3.11364 -1.15420 -0.067 0.171 0.086
Te 2.09058 1.42611 -2.87153 0.015 -0.084 -0.171
Se 0.08554 -0.00247 -2.73759 0.032 -0.028 0.129
```
Positions in Å, forces in eV/Å.

Results
Orbital gap (alpha / beta) in eV: 7.14 / 5.25
2S+1: 2
Charge: 0
<S²>: 0.76
Max |F| in eV/A: 0.484
E_LUMO (alpha / beta) in eV: -0.54 / -2.32
DFT total energy in Ha: -9425.97073
HOMO energy (alpha / beta) in eV: -7.678 / -7.564
Relative energy (zero: lowest compared OMol25 entry of this formula, charge and spin) in kJ/mol: 0.00

Below is a molecular structure, C26H18N6O3Pt in a non-equilibrium geometry, with properties calculated with wB97M-V/def2-TZVPD.

```
54
Properties=species:S:1:pos:R:3:forces:R:3
Pt -0.78209 -0.01414 -0.64282 0.354 0.610 0.112
C -0.19439 -3.98474 -1.97742 -0.191 -0.066 0.392
C -0.66869 -4.82014 -0.95592 0.166 0.293 -0.389
C -1.30939 -4.24874 0.10508 -0.047 0.490 0.007
C -1.42789 -2.83674 0.20898 0.825 -0.629 -1.825
N -0.92399 -2.04164 -0.78272 -0.140 -0.079 0.891
C -0.35779 -2.62584 -1.84472 0.338 -0.422 -0.689
N -2.00889 -2.39904 1.31648 -0.857 1.858 2.263
C -2.15579 -1.14754 1.68498 0.604 -1.177 -2.014
N -1.88799 -0.01204 0.95438 -0.903 0.148 0.953
C -2.06439 1.09186 1.75848 0.661 1.068 -2.086
N -1.83959 2.35406 1.47128 -0.909 -1.866 2.064
C -1.27709 2.82696 0.37128 0.788 0.506 -1.852
C -1.24699 4.24426 0.27208 -0.016 -0.473 0.015
C -0.71099 4.85866 -0.81922 0.202 -0.279 -0.407
C -0.18899 4.05466 -1.84272 -0.140 0.088 0.374
C -0.21739 2.68946 -1.69222 0.362 0.296 -0.555
N -0.73399 2.05946 -0.62802 -0.450 -0.117 0.835
C -2.54159 0.65666 3.03408 -0.585 -1.314 1.612
C -2.84889 1.35546 4.19518 0.227 0.003 -0.782
C -3.21799 0.62936 5.30688 -0.111 -0.511 0.240
C -3.26339 -0.77044 5.27298 -0.093 0.492 0.291
C -2.94969 -1.47494 4.12868 0.221 0.001 -0.746
C -2.59559 -0.75514 2.99318 -0.538 1.295 1.681
H 0.30011 -4.38494 -2.84762 0.019 0.029 -0.084
H -0.52009 -5.88774 -1.01052 -0.075 -0.113 -0.002
H -1.72299 -4.82704 0.91548 0.008 -0.013 0.066
H -0.01489 -1.97264 -2.63392 -0.063 0.049 0.171
H -1.67299 4.79086 1.09648 -0.032 0.033 0.088
H -0.67919 5.93406 -0.89812 -0.044 0.121 0.014
H 0.23931 4.48776 -2.73002 0.085 -0.015 -0.128
H 0.20461 2.07076 -2.47152 -0.083 -0.102 0.103
H -2.77789 2.43116 4.20448 -0.024 0.138 0.044
H -3.46559 1.14616 6.22198 -0.018 0.009 0.092
H -3.54289 -1.30654 6.16768 -0.020 -0.043 0.074
H -2.95339 -2.55204 4.10618 -0.046 -0.164 0.000
O -1.26599 -0.03324 -3.25802 -0.056 -0.131 -0.593
H -0.37959 0.18626 -3.60682 -0.040 0.104 -0.033
H -1.88499 0.59066 -3.64242 -0.041 0.071 -0.119
O 1.45881 0.51446 -3.63272 0.215 0.071 -0.123
C 1.91551 0.20586 -2.53662 -0.387 -0.118 0.131
N 1.16781 -0.11024 -1.44662 -0.698 0.041 -0.466
C 1.95931 -0.48654 -0.38712 -0.440 -0.311 0.700
O 1.50981 -0.86414 0.68168 0.959 0.014 -0.159
C 3.36651 -0.32634 -0.80112 0.584 0.260 -0.515
C 4.53661 -0.44894 -0.08402 -0.228 -0.034 -0.099
C 5.71701 -0.10604 -0.73332 0.051 0.002 -0.046
C 5.70561 0.32026 -2.05432 0.095 -0.004 -0.033
C 4.52321 0.42366 -2.78412 -0.203 -0.022 0.058
C 3.34901 0.10746 -2.13302 0.560 -0.111 0.540
H 4.51891 -0.78444 0.94258 0.015 0.010 0.069
H 6.65801 -0.15764 -0.20442 0.051 -0.030 0.023
H 6.64211 0.58946 -2.51792 0.095 0.012 -0.098
H 4.52181 0.76006 -3.81062 -0.004 0.031 -0.058
```
Positions in Å, forces in eV/Å.

Results
Orbital gap in eV: 6.39
Charge: 0
Max |F| in eV/A: 3.051
E_LUMO in eV: -1.11
DFT total energy in Ha: -1675.27858
HOMO energy in eV: -7.504
Relative energy (zero: lowest compared OMol25 entry of this formula, charge and spin) in kJ/mol: 53.46

Below is 15 unconnected molecules or ions with the total composition C26H19BCl56NO5S in a non-equilibrium geometry, with properties calculated with wB97M-V/def2-TZVPD.

```
109
Properties=species:S:1:pos:R:3:forces:R:3
C 6.49319 -3.18643 1.96372 0.295 0.658 -0.113
C 5.96541 -1.72926 1.95223 -0.928 -1.029 0.595
C 4.50735 -1.64176 1.43801 0.561 0.403 0.022
C 3.50592 -1.33546 2.54581 -0.514 -0.658 -0.097
C 3.55390 -2.38449 3.69689 -0.504 0.068 -0.596
C 2.07021 -1.38453 2.03579 0.240 0.834 0.463
C 1.70806 -2.03635 0.88824 -0.155 -0.084 -0.172
N 0.40922 -2.09568 0.51782 0.455 -0.150 0.573
O 0.11421 -2.78220 -0.63890 -0.129 0.248 0.017
C -0.57657 -1.52290 1.19873 -0.818 -0.356 0.340
B -2.10697 -1.66826 0.71601 -0.551 0.061 -0.110
O -2.48827 -1.06794 -0.42566 0.139 0.004 0.134
O -3.01592 -2.38423 1.44047 0.724 -0.565 -0.298
C -2.55315 -3.59989 2.03726 -0.445 -0.043 0.489
C -0.26685 -0.80725 2.36837 0.319 -1.621 0.328
S -1.60019 -0.05711 3.26195 -0.215 0.570 -0.057
C 1.05625 -0.75338 2.78589 -0.325 -0.182 -0.504
C 1.35552 -0.00145 4.04694 -0.120 0.348 -0.042
O 1.12175 -0.46575 5.11039 0.135 -0.630 0.705
O 1.89164 1.22160 3.89769 -0.249 0.100 -0.038
H 5.71044 -3.91299 1.75733 -0.022 -0.083 -0.088
H 6.91792 -3.43010 2.93289 0.096 -0.095 0.058
H 7.29036 -3.26664 1.23191 -0.035 -0.389 -0.119
H 6.62481 -1.07776 1.39246 0.068 0.141 0.050
H 5.91365 -1.43374 2.99878 0.390 0.552 -0.029
H 4.45968 -0.87152 0.66693 -0.274 -0.028 -0.135
H 4.23696 -2.59834 0.99527 0.066 -0.085 -0.188
H 3.64882 -0.33262 2.94492 0.290 0.077 -0.034
H 2.79283 -3.13252 3.47104 0.041 -0.226 0.192
H 3.27850 -1.93318 4.64396 0.222 -0.099 0.216
H 4.49230 -2.92514 3.74053 0.225 0.232 0.226
H 2.39755 -2.54056 0.23611 0.029 -0.062 -0.166
H -0.05170 -3.70400 -0.37552 0.181 -0.102 -0.078
H -3.38777 -1.35178 -0.64237 -0.070 0.279 -0.184
H -2.32557 -3.46187 3.09444 0.158 0.140 0.021
H -1.69036 -4.02714 1.52528 0.100 0.052 -0.041
H -3.35821 -4.32581 1.98640 -0.088 -0.030 -0.119
H -1.83213 -1.04600 4.14282 0.248 -0.067 -0.037
H 1.31485 1.75675 3.32877 0.364 0.174 -0.249
C -4.12934 0.06772 -4.19109 0.021 0.000 -0.036
Cl -2.55181 -0.73233 -4.13537 0.008 -0.011 0.029
Cl -4.77955 -0.01655 -5.82198 0.014 -0.012 0.044
Cl -5.23620 -0.74414 -3.06695 0.004 -0.019 0.035
Cl -3.94386 1.75859 -3.70878 -0.164 -0.296 -0.207
C -6.66821 -0.41017 -9.36104 -0.019 -0.025 -0.036
Cl -8.04171 0.25237 -8.47030 0.011 0.006 0.008
Cl -5.27180 0.65765 -9.16723 0.013 0.056 -0.044
Cl -6.26355 -2.00333 -8.71329 -0.039 0.036 -0.022
Cl -7.07939 -0.54378 -11.07040 0.018 -0.003 0.030
C -3.73510 5.98626 -3.36318 -0.082 0.114 -0.005
Cl -2.24814 6.82821 -3.79681 -0.082 -0.020 0.319
Cl -4.67481 5.66741 -4.82518 0.010 -0.016 -0.006
Cl -3.32844 4.44855 -2.57971 -0.088 0.597 0.067
Cl -4.68509 6.97522 -2.25480 0.036 -0.111 -0.088
C 2.45661 -5.49282 -1.92285 0.060 0.032 -0.175
Cl 1.18657 -5.93859 -0.75506 -0.061 -0.048 0.087
Cl 3.16921 -6.95112 -2.58702 -0.038 0.025 0.064
Cl 1.75246 -4.52108 -3.21225 -0.017 -0.006 0.060
Cl 3.70177 -4.55127 -1.08389 0.030 -0.009 0.023
C -0.19526 7.14612 -7.79854 -0.052 0.025 -0.093
Cl -0.47370 8.44057 -8.96286 0.122 -0.138 -0.091
Cl 0.23573 5.65731 -8.64796 0.004 0.015 0.009
Cl 1.12020 7.60444 -6.70915 -0.002 -0.006 0.010
Cl -1.66856 6.89018 -6.86241 0.125 -0.064 -0.260
C 4.97392 -5.56836 5.92982 -0.021 0.102 0.054
Cl 6.46218 -4.68416 5.57441 -0.009 -0.027 -0.080
Cl 4.05826 -5.85302 4.43735 0.092 -0.059 -0.095
Cl 5.37190 -7.11437 6.66760 -0.035 0.030 0.042
Cl 3.97162 -4.60108 7.01457 0.317 -0.024 -0.060
C 10.36989 -2.69657 -0.22916 0.083 0.013 -0.012
Cl 9.79300 -1.85786 1.21972 0.017 0.021 -0.010
Cl 11.20879 -1.55099 -1.27353 -0.018 -0.003 0.007
Cl 11.47162 -3.98872 0.24196 -0.027 0.002 0.003
Cl 8.99152 -3.38545 -1.10110 -0.015 0.003 -0.006
C -4.73364 -5.56170 -7.75831 0.006 -0.014 -0.042
Cl -3.29591 -4.66525 -8.25933 0.000 0.009 0.006
Cl -5.68486 -5.99214 -9.17894 0.007 0.012 0.013
Cl -4.24817 -7.02810 -6.90212 0.000 0.007 0.004
Cl -5.70784 -4.54803 -6.68521 0.007 -0.050 0.080
C 3.18359 5.05006 3.87087 0.113 0.013 0.102
Cl 2.64355 6.02390 5.23428 -0.012 -0.026 -0.025
Cl 4.08535 6.05446 2.73845 -0.026 -0.020 -0.012
Cl 4.20850 3.73411 4.44685 -0.013 0.000 -0.013
Cl 1.76574 4.37162 3.04017 -0.136 0.058 -0.127
C -3.83016 10.81653 -7.52060 -0.004 0.041 -0.010
Cl -4.63418 10.13824 -8.93862 0.012 -0.020 0.008
Cl -3.90183 9.65404 -6.18972 -0.001 0.008 0.020
Cl -2.14290 11.16526 -7.91375 -0.107 0.111 0.093
Cl -4.64278 12.30708 -7.03644 -0.001 -0.004 -0.008
C -0.21745 -4.15134 8.08893 0.071 0.053 -0.032
Cl -1.69136 -4.89090 7.45055 0.009 0.017 -0.031
Cl -0.48463 -3.65490 9.75537 0.026 -0.258 0.001
Cl 1.11439 -5.30833 8.00929 -0.358 -0.067 0.132
Cl 0.20521 -2.72894 7.11616 0.003 -0.222 -0.004
C -8.50101 6.64758 -0.44702 -0.018 -0.019 -0.051
Cl -9.89519 7.27887 0.42797 0.018 -0.007 -0.004
Cl -7.09766 7.67928 -0.14434 -0.066 0.093 0.136
Cl -8.14824 5.00564 0.10553 0.010 -0.004 -0.002
Cl -8.84555 6.62427 -2.17796 0.014 -0.005 0.001
C -2.02079 0.29397 8.74076 0.001 0.036 0.011
Cl -1.04947 -0.41868 10.02843 -0.027 0.227 -0.017
Cl -3.49347 -0.65623 8.51662 0.005 -0.035 -0.012
Cl -2.44371 1.95298 9.16442 -0.018 -0.007 -0.007
Cl -1.08769 0.29302 7.23544 -0.037 0.218 -0.021
C -0.48727 2.53151 -0.25570 0.062 0.088 -0.246
Cl 1.03421 3.35030 -0.60241 -0.044 -0.084 0.023
Cl -1.40502 2.27263 -1.72782 0.283 -0.275 0.132
Cl -0.15098 0.92632 0.47263 0.083 1.632 -0.649
Cl -1.42810 3.47940 0.89210 0.018 -0.042 0.046
```
Positions in Å, forces in eV/Å.

Results
Orbital gap in eV: 8.03
Charge: +1
Max |F| in eV/A: 1.758
E_LUMO in eV: -4.03
DFT total energy in Ha: -27626.48819
HOMO energy in eV: -12.058